The following is a quantum chemistry calculation of 5 unconnected molecules or ions with the total composition C40H87N5O5 in a non-equilibrium geometry, from the OMol25 dataset.

```
137
Properties=species:S:1:pos:R:3:mulliken_charge:R:1
C 2.150 4.986 4.822 -1.32
C 1.917 -4.952 -3.585 -1.61
H 1.965 3.520 6.432 0.33
H 3.781 0.134 -2.377 0.24
N -5.778 -0.799 -0.467 0.18
H 2.004 -2.261 4.168 0.27
C 0.201 -0.863 2.625 -0.59
H 1.504 2.581 -2.522 0.46
C 4.931 1.751 -3.311 1.92
H -7.193 -1.709 1.577 0.38
H 2.024 2.177 4.552 0.27
H 2.062 5.157 6.962 0.40
H -4.563 -1.037 -3.603 0.49
C -5.158 -1.269 -2.717 -1.49
H -1.520 -4.760 -3.771 0.35
C -0.531 3.790 5.097 1.93
C 5.865 1.758 -4.512 -1.99
H -6.613 0.883 -2.524 0.41
H 0.170 -6.572 -5.091 0.40
H 0.125 1.507 0.958 0.28
H -0.290 1.605 4.699 0.20
C 1.842 -2.477 3.105 -0.81
C 0.203 -6.691 -4.007 -2.09
H 0.150 -4.947 1.002 0.44
H 1.034 -7.371 -3.799 0.44
H -4.172 -1.406 1.453 0.30
H 3.870 3.736 -0.065 0.06
H -2.583 3.483 4.374 0.35
C 3.486 3.503 -2.107 1.85
C 0.078 -4.271 -1.074 2.43
H -1.168 -3.881 0.668 0.19
H 1.490 4.326 1.498 0.36
H 1.338 -3.140 0.265 0.01
H -1.293 -5.542 0.148 0.42
H -2.404 -0.769 2.086 0.47
H -1.236 -2.297 -3.620 0.52
C -0.515 -4.333 -3.935 -1.49
C -0.593 -4.712 0.235 -1.97
H -4.674 -3.101 1.700 0.49
H -5.026 1.505 -2.810 0.35
H -0.484 -4.303 -5.027 0.53
H -2.303 0.253 0.855 -0.17
C 1.546 4.154 3.671 2.18
H 2.204 -5.008 -4.634 0.39
C -0.523 -0.515 1.367 3.82
O -5.807 0.126 0.604 -0.49
H 2.963 5.003 2.290 0.40
N -1.861 0.021 1.741 -0.69
H 3.237 4.884 4.729 0.42
H -0.696 -7.174 -3.627 0.43
O -0.500 3.410 2.768 -0.41
H -7.040 -3.465 1.220 0.41
C -4.426 -2.338 0.955 -1.72
H -1.300 2.008 6.103 0.49
H -2.184 5.186 4.817 0.44
C 2.240 2.718 -1.723 -1.95
H 0.480 -2.536 -3.282 0.26
N 0.096 -5.483 -1.923 0.05
C -3.529 0.004 -1.318 -1.47
H 5.377 1.812 -5.480 0.41
H -6.198 -1.317 -3.065 0.35
C -4.767 -2.678 -2.282 0.67
H -3.560 -2.757 0.434 0.16
H -5.037 -4.061 -0.739 0.41
C -2.030 4.128 5.048 -1.98
H 3.735 5.368 -3.173 0.43
C 2.213 2.770 3.654 -1.60
H 0.402 -7.122 -1.000 0.34
H 6.076 0.614 -1.819 0.43
H -4.903 -3.361 -3.124 0.63
H 0.436 2.122 6.173 0.29
H -0.238 0.610 -0.468 0.62
C -5.668 -2.167 0.045 2.08
H -2.404 4.054 6.074 0.44
H 6.561 2.595 -4.392 0.47
H 3.844 3.834 -4.947 0.34
C -6.950 -2.456 0.820 -1.98
H 6.487 0.861 -4.444 0.44
H -1.895 -3.577 -1.647 0.40
H 3.048 0.779 -3.840 0.28
H -6.710 0.458 0.601 0.37
H 1.966 6.059 4.725 0.35
C -5.580 -3.180 -1.097 -1.55
H 1.483 5.880 2.410 0.54
C -5.032 -0.268 -1.591 1.73
H 2.058 5.112 -2.649 0.35
C 4.475 3.501 -0.947 -0.95
C 1.409 -3.609 -0.720 -1.09
H 1.065 -3.233 2.965 0.33
H -0.406 -1.634 3.125 0.62
H -3.081 -0.842 -0.789 -0.11
H 3.223 5.548 -1.456 0.39
H 1.627 -2.804 -1.425 0.13
H -5.739 1.731 -1.186 0.48
H 2.804 -2.816 2.721 0.23
C 5.796 1.647 -2.054 -1.38
H 2.123 -3.961 -3.183 0.21
C -0.507 -3.001 -3.213 -0.87
H 1.869 2.178 2.801 0.29
H 5.857 2.200 0.080 0.47
C 5.169 2.155 -0.764 -0.32
C -0.854 -3.265 -1.742 -0.68
H 5.233 4.285 -1.036 0.44
H -6.542 -3.558 -1.447 0.35
H -0.718 -1.389 0.730 -1.53
H -3.036 0.080 -2.287 0.35
H 1.253 0.221 0.427 0.49
C 1.880 4.864 2.357 -2.29
O 1.497 -1.325 2.362 -0.20
H -7.782 -2.365 0.107 0.50
H -3.383 0.901 -0.719 0.60
H 2.264 -4.282 -0.663 0.40
C -0.427 2.305 5.526 -1.57
H 1.638 3.297 -1.007 0.61
O 3.398 3.134 -4.463 -0.47
H 4.421 -0.351 -3.907 0.42
H -0.750 -2.311 -1.213 -0.70
H 0.202 0.024 3.276 -0.92
C 0.469 -5.339 -3.341 1.96
C 3.999 0.510 -3.382 -1.82
N 4.149 2.967 -3.289 0.26
H 2.595 -5.623 -3.052 0.39
H -0.322 4.610 7.154 0.44
H 4.380 1.467 -0.433 -0.06
C 0.204 0.502 0.527 -1.98
O 0.983 -6.428 -1.325 -0.48
C -5.652 1.061 -2.034 -2.00
H 6.760 2.128 -2.257 0.42
H 2.411 1.740 -1.274 0.16
C 3.107 4.975 -2.378 -1.94
H -0.162 2.509 2.885 0.11
H 3.296 2.883 3.595 0.50
N 0.089 4.158 3.830 -0.02
C 0.115 4.671 6.154 -1.50
C 1.637 4.529 6.172 -0.59
H -3.695 -2.674 -2.065 -0.74
H -0.052 5.731 5.912 0.39
```

The max |F| is 2.05 eV/A. As for the lowest unoccupied orbital energy: 0.627 eV. The molecular weight is 718.166 u. The calculation puts the HOMO-LUMO gap at 0.3179 Eh. As for the SMILES: CC1(C)CCCC(C)(C)N1O.CC1(C)CCCC(C)(C)N1O.CC1(C)CCCC(C)(C)N1O.CC1(C)CCCC(C)(C)N1O.COC[C@H](C)N. The multiplicity is 1. As for the energy relative to the best compared isomer or geometry (same formula, charge and spin): 0.00 kJ/mol. The HOMO energy is -8.03 eV.

=====

The following is a quantum chemistry calculation of C2H2N6O3 in the gas phase in a non-equilibrium geometry, from the OMol25 dataset.

```
13
Properties=species:S:1:pos:R:3:nbo_charge:R:1
N 0.544 0.044 -0.409 -0.77
N -2.537 1.324 0.440 -0.13
N -4.753 0.263 0.176 0.54
H 0.978 -0.887 -0.539 0.44
C -0.743 0.088 -0.062 0.51
N -1.471 -1.023 -0.363 -0.26
H 0.883 0.966 -0.160 0.43
O -5.405 0.183 1.137 -0.29
C -3.260 0.240 0.300 0.29
N -1.213 1.265 0.316 -0.30
N -2.748 -0.945 -0.259 0.29
O -3.568 -1.867 -0.675 -0.39
O -5.037 0.375 -0.998 -0.34
```

The max |F| is 4.21 eV/A. As for the lowest unoccupied orbital energy: -1.411 eV. The molecular weight is 158.077 u. The calculation puts the HOMO-LUMO gap at 0.3229 Eh. The multiplicity is 1. As for the energy relative to the best compared isomer or geometry (same formula, charge and spin): 0.00 kJ/mol. The HOMO energy is -10.20 eV.

=====

The following is a quantum chemistry calculation of 2 unconnected molecules or ions with the total composition C5H12O3 in a non-equilibrium geometry, from the OMol25 dataset.

```
20
Properties=species:S:1:pos:R:3:nbo_charge:R:1
H 0.536 -0.145 1.863 0.12
O 2.243 0.839 1.554 -0.96
H -0.180 -1.887 -0.260 0.18
C -0.296 -0.914 -0.734 -0.40
H 0.309 1.501 1.136 0.11
H 2.994 1.626 0.519 0.50
C 0.942 -0.062 -0.266 -0.41
H 1.828 -0.714 -0.226 0.19
H 1.196 0.634 -1.086 0.16
H -0.216 -1.087 -1.821 0.17
C -1.634 -0.221 -0.483 -0.47
O -4.032 -1.015 -0.413 -1.00
C -2.783 -1.181 0.097 0.00
O 3.686 2.220 0.008 -1.06
H -2.469 -2.233 -0.180 0.05
H 3.401 2.282 -0.929 0.43
H -2.096 0.259 -1.352 0.19
C 0.934 0.587 1.131 -0.05
H -2.807 -1.091 1.205 0.08
H -1.557 0.601 0.238 0.18
```

The max |F| is 1.84 eV/A. As for the lowest unoccupied orbital energy: 6.464 eV. The molecular weight is 120.148 u. The calculation puts the HOMO-LUMO gap at 0.2217 Eh. As for the total charge: -2. The multiplicity is 1. As for the energy relative to the best compared isomer or geometry (same formula, charge and spin): 72.05 kJ/mol. The HOMO energy is 0.43 eV.